No. 1
{
  "formula": "C3H6OS",
  "method": "the ωB97M-V functional and the def2-TZVPD basis",
  "species": ["C", "C", "C", "H", "H", "H", "H", "H", "H", "O", "S"],
  "coordinates": [[1.42620, 0.25990, -0.57068], [-0.06624, 0.63233, -0.54951], [-0.79320, 0.87596, 0.75777], [1.47501, -1.37210, 0.47845], [1.91375, 1.20467, -0.58109], [1.62579, -0.41445, -1.45060], [-0.35641, 1.19366, -1.40963], [-1.64042, 1.54900, 0.80029], [-0.15854, 0.71180, 1.63310], [1.78864, -0.47426, 0.63356], [-1.28556, -0.60548, -0.14778]],
  "atomic_forces_ev_per_a": [[-1.5, -2.0, 0.8], [0.0, -0.1, 0.5], [0.7, -0.4, -0.6], [-0.1, 0.0, 0.2], [1.1, 0.5, -0.1], [0.0, 1.1, 0.6], [-0.1, 0.6, -0.4], [0.5, 0.4, 0.1], [-0.5, 0.1, -0.2], [0.0, 0.8, -1.1], [-0.1, -0.9, 0.2]],
  "mulliken_charge": [-0.531, -0.093, -0.626, 0.319, 0.329, 0.245, 0.483, 0.320, 0.263, -0.522, -0.188],
  "e_tot_ha": -591.295384,
  "homo_lumo_gap_ev": 9.7330,
  "relative_energy_kcal_mol": 23.6,
  "largest_force_ev_per_a": 2.63,
  "multiplicity": 1,
  "smiles": "OC[C@@H]1CS1",
  "homo_ev": -8.86,
  "lumo_energy_ev": 0.88
}

No. 2
{
  "formula": "C3H6OS",
  "method": "the ωB97M-V functional and the def2-TZVPD basis",
  "species": ["C", "C", "C", "H", "H", "H", "H", "H", "H", "O", "S"],
  "coordinates": [[-0.89976, 0.47017, -0.82917], [0.12931, 0.75282, 0.08923], [0.80656, -0.41379, 0.25914], [-1.70591, 1.39197, -0.42795], [-1.37723, -0.74871, -0.40971], [-0.64092, 0.44628, -2.04782], [-0.16971, 1.09027, 1.15336], [0.90986, 1.43893, -0.28655], [0.56395, -2.08047, 1.38446], [0.12423, -1.16288, 1.17765], [2.25963, -1.18458, -0.06265]],
  "atomic_forces_ev_per_a": [[-6.8, -0.9, -2.0], [3.0, 4.8, 1.8], [4.4, -7.6, 3.9], [1.4, -2.9, -2.3], [0.9, 4.1, -1.8], [-0.8, 0.2, 3.7], [0.1, -0.4, -1.9], [-0.7, 0.4, 0.0], [-0.7, 2.7, -1.0], [-0.4, -2.0, 0.9], [-0.5, 1.6, -1.2]],
  "mulliken_charge": [-0.777, -0.005, 0.034, 0.215, 0.244, 0.274, 0.213, 0.282, 0.316, -0.437, -0.358],
  "e_tot_ha": -591.203117,
  "homo_lumo_gap_ev": 8.8033,
  "relative_energy_kcal_mol": 81.5,
  "largest_force_ev_per_a": 9.67,
  "multiplicity": 1,
  "homo_ev": -8.74,
  "lumo_energy_ev": 0.06
}

No. 3
{
  "formula": "C3H6OS",
  "method": "the ωB97M-V functional and the def2-TZVPD basis",
  "species": ["C", "C", "C", "H", "H", "H", "H", "H", "H", "O", "S"],
  "coordinates": [[0.51271, -0.11457, 0.56392], [0.72464, 0.42983, -0.64930], [-0.07124, -0.68862, -0.64351], [-0.80174, -0.03621, 2.12894], [1.23640, -0.91345, 1.03844], [-0.10189, 1.37121, -0.62116], [1.78098, 0.55463, -1.31761], [0.13757, -1.80138, -0.36502], [-1.60135, 0.73455, -0.89112], [-1.59778, -0.54451, -0.84275], [-0.21831, 1.00851, 1.59917]],
  "atomic_forces_ev_per_a": [[3.0, -3.1, 6.1], [4.6, 6.3, -8.1], [-6.7, -5.6, 0.8], [-1.1, -0.1, 1.3], [-1.2, 2.1, -0.7], [2.9, -1.9, -1.1], [-3.1, 0.0, 2.0], [-0.2, 2.0, -2.3], [-0.5, -6.1, 0.2], [3.1, 5.6, -0.2], [-0.9, 0.6, 2.0]],
  "mulliken_charge": [-0.066, -0.580, -0.062, 0.105, 0.351, 0.069, 0.209, 0.313, 0.380, -0.526, -0.192],
  "e_tot_ha": -591.111785,
  "homo_lumo_gap_ev": 9.7392,
  "relative_energy_kcal_mol": 138.8,
  "largest_force_ev_per_a": 11.28,
  "multiplicity": 1,
  "homo_ev": -9.09,
  "lumo_energy_ev": 0.65
}

No. 4
{
  "formula": "C3H6OS",
  "method": "the ωB97M-V functional and the def2-TZVPD basis",
  "species": ["C", "C", "C", "H", "H", "H", "H", "H", "H", "O", "S"],
  "coordinates": [[-0.60207, 1.82779, -0.20590], [-0.05335, 0.51368, 0.39416], [1.40082, 0.24803, 0.01702], [-1.58599, 2.01129, 0.24361], [0.11805, 2.74485, 0.03145], [-0.71444, 1.70681, -1.19222], [-0.11200, 0.41771, 1.48520], [-0.09390, -1.51320, -0.62741], [1.99509, 1.16659, -0.05258], [1.88539, -0.81447, -0.09563], [-1.19765, -0.97220, -0.02217]],
  "atomic_forces_ev_per_a": [[1.6, 1.3, 4.9], [-1.1, -0.7, -0.2], [-1.6, 1.8, 0.8], [0.3, 0.2, -0.2], [-1.5, -1.9, -0.5], [-0.3, -0.2, -3.8], [0.3, 0.8, -0.1], [-0.9, -0.3, 0.2], [0.3, 0.4, -0.1], [1.1, -2.2, -0.5], [1.9, 0.9, -0.5]],
  "mulliken_charge": [-1.207, 0.042, -0.024, 0.333, 0.309, 0.391, 0.320, 0.171, 0.312, -0.426, -0.220],
  "e_tot_ha": -591.293545,
  "homo_lumo_gap_ev": 9.9191,
  "relative_energy_kcal_mol": 24.8,
  "largest_force_ev_per_a": 5.33,
  "multiplicity": 1,
  "smiles": "C[C@@H](S)C=O",
  "homo_ev": -9.23,
  "lumo_energy_ev": 0.69
}

No. 5
{
  "formula": "C3H6OS",
  "method": "the ωB97M-V functional and the def2-TZVPD basis",
  "species": ["C", "C", "C", "H", "H", "H", "H", "H", "H", "O", "S"],
  "coordinates": [[-1.82556, 0.51249, -0.24558], [0.68132, -0.35843, 0.50988], [2.02148, -0.41270, -0.23309], [-1.55888, 1.55795, -0.25430], [-2.24432, 0.17085, 0.72977], [-2.72215, 0.46306, -0.89930], [0.61108, 0.59191, 0.95611], [0.62757, -1.01135, 1.31275], [2.39737, -1.42451, -0.50434], [2.56852, 0.57511, -0.67735], [-0.55643, -0.66438, -0.69454]],
  "atomic_forces_ev_per_a": [[-1.8, -0.5, 0.8], [1.6, 0.6, -0.8], [-0.1, 0.6, -0.9], [0.6, 0.2, 0.2], [0.4, 0.7, -0.4], [0.8, -0.4, -0.1], [-0.3, 1.5, 0.1], [0.0, -1.8, 1.4], [0.0, 0.2, 0.3], [-0.4, -0.9, 0.8], [-1.0, -0.3, -1.5]],
  "mulliken_charge": [-0.876, -0.547, 0.032, 0.319, 0.280, 0.310, 0.312, 0.378, 0.323, -0.450, -0.081],
  "e_tot_ha": -591.296033,
  "homo_lumo_gap_ev": 9.6694,
  "relative_energy_kcal_mol": 23.2,
  "largest_force_ev_per_a": 2.25,
  "multiplicity": 1,
  "smiles": "CSCC=O",
  "homo_ev": -8.85,
  "lumo_energy_ev": 0.82
}

No. 6
{
  "formula": "C3H6OS",
  "method": "the ωB97M-V functional and the def2-TZVPD basis",
  "species": ["C", "C", "C", "O", "S", "H", "H", "H", "H", "H", "H"],
  "coordinates": [[-0.91335, -0.73498, -0.53693], [1.22469, 0.94921, 0.22260], [-0.20967, 0.61523, 0.54461], [-1.54839, -3.08278, -0.71400], [-1.37195, -2.00487, 0.28500], [-0.69168, -0.59389, -1.60270], [1.35957, 0.78544, -0.88216], [1.48359, 2.09198, 0.39402], [2.03494, 0.28094, 0.41435], [-0.86457, 1.44689, 0.28890], [-0.50319, 0.24684, 1.58631]],
  "atomic_forces_ev_per_a": [[3.9, 8.5, -1.6], [0.4, 2.0, -2.4], [-2.2, -3.3, -0.6], [-0.1, -1.6, -1.6], [-1.8, -3.6, 4.8], [-0.4, -0.4, 0.6], [-0.7, 0.9, 0.4], [-0.4, -2.5, 0.0], [0.3, -0.4, 1.7], [0.0, -0.1, 0.0], [0.8, 0.7, -1.3]],
  "mulliken_charge": [-0.351, -0.957, -0.385, -0.394, 0.166, 0.437, 0.263, 0.247, 0.352, 0.275, 0.345],
  "e_tot_ha": -591.127944,
  "homo_lumo_gap_ev": [7.8912, 8.0249],
  "relative_energy_kcal_mol": 31.4,
  "largest_force_ev_per_a": 9.51,
  "multiplicity": 3,
  "homo_ev": [-6.85, -10.30],
  "lumo_energy_ev": [1.04, -2.27]
}

No. 7
{
  "formula": "C3H6OS2",
  "method": "the ωB97M-V functional and the def2-TZVPD basis",
  "species": ["C", "C", "C", "O", "S", "S", "H", "H", "H", "H", "H", "H"],
  "coordinates": [[-0.62889, -0.07345, -1.27666], [-0.98072, 0.06494, 0.81279], [0.33905, 0.16243, -0.00472], [-1.71973, -0.24068, -0.38231], [1.24936, 1.73619, 0.11698], [1.42583, -1.33174, 0.11584], [-0.70737, 0.79963, -1.91260], [-0.40097, -1.05602, -1.77740], [-0.96876, -0.82511, 1.44379], [-1.40691, 0.89458, 1.38695], [2.47365, 1.46640, -0.05565], [1.32546, -1.59718, 1.53300]],
  "atomic_forces_ev_per_a": [[1.4, -0.9, 1.5], [0.1, -1.0, -0.5], [0.4, -0.5, -0.9], [-0.9, 0.3, 0.1], [-2.9, 1.1, 0.6], [-0.5, 0.0, 2.1], [-0.1, 0.0, -0.3], [-0.2, 1.3, 0.0], [0.0, 0.1, 0.3], [0.4, 0.3, -0.4], [2.1, -1.2, -0.4], [0.2, 0.6, -2.0]],
  "mulliken_charge": [-0.520, -0.445, 0.453, -0.370, -0.259, -0.231, 0.272, 0.316, 0.208, 0.296, 0.131, 0.148],
  "e_tot_ha": -989.444961,
  "homo_lumo_gap_ev": 9.9872,
  "relative_energy_kcal_mol": 52.4,
  "largest_force_ev_per_a": 3.17,
  "multiplicity": 1,
  "smiles": "SC1(S)COC1",
  "homo_ev": -9.38,
  "lumo_energy_ev": 0.61
}

No. 8
{
  "formula": "C3H6OS2",
  "method": "the ωB97M-V functional and the def2-TZVPD basis",
  "species": ["C", "C", "C", "H", "H", "H", "H", "H", "H", "O", "S", "S"],
  "coordinates": [[-1.95009, -1.00268, -0.00517], [0.11962, 0.61261, -0.16085], [1.64391, 0.81404, -0.15606], [-2.23061, -0.26338, 0.74390], [-2.42380, -1.96389, 0.32403], [-2.40677, -0.69061, -0.99465], [1.86136, 1.54130, 0.69243], [1.94829, 1.26607, -1.02694], [2.22746, -0.64306, 0.81723], [2.36195, -0.34214, -0.02861], [-0.17512, -1.12445, -0.15621], [-0.97621, 1.79618, -0.04911]],
  "atomic_forces_ev_per_a": [[-1.6, -0.8, -0.7], [0.9, -0.8, 0.2], [-1.4, 1.4, 2.7], [0.2, 0.0, -0.1], [0.8, 0.6, -0.5], [0.5, -0.4, 1.2], [-0.3, -0.7, -0.9], [0.5, 1.2, -2.2], [-0.2, -1.4, 3.1], [1.1, 0.0, -2.7], [-0.8, 0.7, 0.1], [0.3, 0.2, -0.2]],
  "mulliken_charge": [-0.863, 0.301, -0.471, 0.290, 0.314, 0.299, 0.279, 0.339, 0.321, -0.540, 0.033, -0.302],
  "e_tot_ha": -989.485732,
  "homo_lumo_gap_ev": 8.6932,
  "relative_energy_kcal_mol": 26.9,
  "largest_force_ev_per_a": 3.46,
  "multiplicity": 1,
  "smiles": "CSC(=S)CO",
  "homo_ev": -8.74,
  "lumo_energy_ev": -0.05
}

No. 9
{
  "formula": "C3H6P2S3",
  "method": "the ωB97M-V functional and the def2-TZVPD basis",
  "species": ["C", "C", "C", "P", "P", "S", "S", "S", "H", "H", "H", "H", "H", "H"],
  "coordinates": [[-0.16495, 0.16171, 0.70150], [1.30413, 0.12351, 0.31464], [-0.99236, -0.25279, -0.46718], [-0.93125, 0.92750, -2.08734], [1.09032, 1.78652, -2.20183], [1.97771, 1.73443, -0.24411], [-0.74435, -1.94227, -0.94656], [2.20884, 0.60262, -3.41514], [-0.34295, -0.58574, 1.41940], [-0.44000, 1.13547, 1.01622], [2.12034, -0.03298, 1.08532], [1.63616, -0.57187, -0.54149], [-2.04695, -0.15227, -0.20210], [-0.65241, -0.29572, -2.66229]],
  "atomic_forces_ev_per_a": [[1.6, -0.6, -1.3], [3.1, -0.1, -0.6], [-1.2, 0.7, -0.7], [-0.6, -0.9, 1.5], [1.7, -0.6, -0.1], [-1.0, 0.4, -0.8], [0.0, 0.0, -0.3], [-0.7, 0.6, 0.5], [-0.2, -0.6, 1.5], [-0.2, 0.9, 0.7], [-1.6, -0.4, -0.2], [-1.1, 0.6, 1.4], [-0.1, 0.0, -0.1], [0.3, -0.1, -1.4]],
  "mulliken_charge": [-0.616, -0.640, -0.492, 0.073, 0.196, -0.112, -0.016, -0.234, 0.376, 0.372, 0.325, 0.316, 0.366, 0.087],
  "e_tot_ha": -1995.093456,
  "homo_lumo_gap_ev": [8.7357, 6.2094],
  "relative_energy_kcal_mol": 0.0,
  "largest_force_ev_per_a": 3.18,
  "multiplicity": 3,
  "homo_ev": [-8.65, -8.94],
  "lumo_energy_ev": [0.09, -2.73]
}